Density functional theory data (ωB97M-V/def2-TZVPD) for a molecular structure, C9H15N3 at a distorted geometry.

spin multiplicity: 1
HOMO level: -9.3089 eV
E_LUMO: 0.70 eV
HOMO-LUMO gap: 10.00 eV

Geometry (Å):
C1 0.27677 -4.29153 1.83657
C2 1.16354 -3.32619 0.31217
C3 -1.55109 -0.75840 0.78434
C4 -0.37719 -0.21262 0.48668
C5 -0.02413 0.46441 -1.85005
C6 -1.35775 1.88238 -0.31698
C7 1.09295 1.84817 -0.02652
C8 0.99864 -1.02735 1.19630
C9 -0.06786 0.95458 -0.34915
N1 0.91495 -4.53614 0.72478
N2 0.16207 -3.05449 2.22376
N3 0.74457 -2.38104 1.20810
H1 -0.08779 -5.24627 2.42266
H2 1.71870 -3.13666 -0.63684
H3 -2.38702 -0.40075 0.27136
H4 -1.62483 -1.54248 1.46466
H5 0.38908 1.34077 -2.40837
H6 -0.93608 0.15143 -2.31191
H7 0.66811 -0.30405 -1.96680
H8 -2.23603 1.24821 -0.11917
H9 -1.33363 2.54785 -1.16625
H10 -1.33259 2.69205 0.50224
H11 2.15550 1.56208 -0.36893
H12 0.94004 2.58913 -0.78794
H13 1.27378 2.18513 1.01401
H14 1.62321 -0.90927 0.40145
H15 1.22753 -0.48639 2.14509

Here are the natural (NBO) charges for atoms 1 to 6, given in e: 0.145 0.180 -0.435 0.097 -0.576 -0.592

=====

Density functional theory data (ωB97M-V/def2-TZVPD) for C5H5NO in the gas phase.

spin multiplicity: 1
HOMO level (spin up / spin down): -8.8704 / -8.8706 eV
E_LUMO (spin up / spin down): 0.42 / 0.42 eV
HOMO-LUMO gap (spin up / spin down): 9.29 / 9.29 eV

Geometry (Å):
O1 0.90415 2.22107 1.42097
C1 0.95369 1.20864 0.75270
C2 1.93254 0.10838 0.89529
C3 2.59994 -0.89211 0.77966
C4 0.14889 0.77738 -0.39948
C5 -1.77008 -0.60356 -0.91291
N1 -1.01088 0.29609 -0.05843
H1 3.22127 -1.75386 0.65967
H2 -1.18564 -0.75359 -1.81868
H3 -1.83761 -1.56440 -0.39486
H4 -2.76935 -0.22620 -1.13984
H5 -1.38991 0.41793 0.88242

Here are the natural (NBO) charges for atoms 1 to 6, given in e: -0.518 0.389 -0.135 -0.140 0.082 -0.411

=====

Density functional theory data (ωB97M-V/def2-TZVPD) for a molecular structure, C18H20N4O4S2V at a distorted geometry.

spin multiplicity: 4
HOMO level (spin up / spin down): -6.1819 / -8.4003 eV
E_LUMO (spin up / spin down): 0.01 / -0.04 eV
HOMO-LUMO gap (spin up / spin down): 6.19 / 8.36 eV
⟨S²⟩: 3.80

Geometry (Å):
V1 0.98218 0.48942 0.29794
O1 2.61568 -0.33938 0.20164
N1 3.28278 -0.68488 1.28564
C1 4.58298 -1.02778 1.19564
C2 5.32298 -1.30828 2.31124
C3 4.71698 -1.24628 3.57374
C4 3.38168 -0.95698 3.65154
C5 2.64268 -0.68228 2.49204
S1 0.98398 -0.35618 2.51564
H1 4.99288 -1.04478 0.19734
H2 6.36368 -1.56448 2.21244
H3 5.29578 -1.41828 4.46694
H4 2.85338 -0.90578 4.59124
S2 1.64888 2.60942 0.36104
C6 1.34908 2.20132 -1.28446
N2 2.46338 2.09462 -2.11826
C7 2.37798 2.16692 -3.47536
C8 1.17248 2.25062 -4.08946
C9 -0.00412 2.32862 -3.29106
C10 0.09888 2.35992 -1.92736
H5 3.36428 2.07412 -1.65866
H6 3.30768 2.15712 -4.02496
H7 1.10208 2.30172 -5.16246
H8 -0.96812 2.40812 -3.76566
H9 -0.76502 2.53422 -1.30116
C11 -2.55682 -1.63698 2.45234
C12 -2.86542 -2.14798 1.05014
C13 -2.69502 -1.05118 -0.03146
C14 -2.98972 -1.61298 -1.43786
C15 -2.69962 -0.59258 -2.53796
C16 -3.70812 0.03422 0.29604
O2 -4.89892 -0.11408 0.15304
N3 -3.18942 1.18882 0.81474
C17 -1.83702 1.55082 0.88624
O3 -1.52412 2.63572 1.32114
N4 -0.94302 0.66542 0.39344
C18 -1.26412 -0.55658 -0.02276
O4 -0.32892 -1.26828 -0.41636
H10 -2.62232 -2.44948 3.17174
H11 -3.25792 -0.86098 2.74994
H12 -1.55082 -1.22228 2.50094
H13 -3.89712 -2.50178 1.00694
H14 -2.20152 -2.97938 0.80934
H15 -4.04032 -1.90528 -1.47426
H16 -2.36782 -2.49518 -1.59836
H17 -3.34442 0.27992 -2.43756
H18 -2.87892 -1.04188 -3.51326
H19 -1.65842 -0.26558 -2.50026
H20 -3.84532 1.90682 1.10884

Here are the natural (NBO) charges for atoms 1 to 6, given in e: 0.943 -0.542 0.008 0.039 -0.274 -0.151

=====

Density functional theory data (ωB97M-V/def2-TZVPD) for a molecular structure, C45H37N2O3P2V at a distorted geometry.

spin multiplicity: 3
HOMO level (spin up / spin down): -13.9902 / -13.9793 eV
net charge: +2
E_LUMO (spin up / spin down): -6.07 / -5.93 eV
HOMO-LUMO gap (spin up / spin down): 7.92 / 8.05 eV
⟨S²⟩: 2.03

Geometry (Å):
V1 -0.38297 -0.03955 -0.53358
C1 3.97104 1.08119 3.57987
C2 3.42259 -0.26435 3.06581
C3 4.14773 -1.43053 3.76365
C4 3.65089 -0.35904 1.56920
C5 4.95403 -0.40264 1.07547
C6 5.24002 -0.47065 -0.27534
C7 4.19977 -0.49550 -1.18628
C8 2.88837 -0.45228 -0.73412
P1 1.49999 -0.50208 -1.88242
C9 1.44693 -2.14310 -2.61030
C10 2.30322 -2.54613 -3.63142
C11 2.26064 -3.85457 -4.08762
C12 1.37315 -4.76322 -3.52395
C13 0.51803 -4.37034 -2.50276
C14 0.55365 -3.05958 -2.05134
C15 1.81502 0.74002 -3.14940
C16 1.44516 0.51987 -4.47368
C17 1.63274 1.52227 -5.41721
C18 2.17637 2.74014 -5.03828
C19 2.52943 2.96921 -3.71209
C20 2.34660 1.97402 -2.76557
C21 2.63767 -0.38416 0.63106
O1 1.26435 -0.31846 1.01865
C22 0.95451 -0.41094 2.40690
C23 -0.39255 -0.54247 2.73105
C24 -0.78356 -0.55831 4.06428
C25 0.17568 -0.46818 5.05717
C26 1.50934 -0.37689 4.69971
C27 1.93929 -0.35251 3.37238
P2 -1.57620 -0.65947 1.39530
C28 -2.87792 0.55774 1.70647
C29 -2.49137 1.88308 1.92690
C30 -3.45056 2.86463 2.09502
C31 -4.80085 2.53180 2.03386
C32 -5.18698 1.21764 1.81806
C33 -4.22710 0.22531 1.65212
C34 -2.26342 -2.32573 1.36048
C35 -3.18870 -2.66116 0.36453
C36 -3.71884 -3.94103 0.31880
C37 -3.31599 -4.89538 1.24589
C38 -2.38211 -4.57291 2.21954
C39 -1.85350 -3.29052 2.28056
H1 5.03698 1.17072 3.36359
H2 3.84468 1.16026 4.66070
H3 3.45573 1.92246 3.11164
H4 5.21996 -1.39356 3.57086
H5 3.76954 -2.39333 3.41536
H6 4.01561 -1.37936 4.84429
H7 5.77604 -0.37586 1.78026
H8 6.26731 -0.49891 -0.61288
H9 4.40165 -0.53723 -2.25054
H10 3.00015 -1.84530 -4.07514
H11 2.92248 -4.16710 -4.88553
H12 1.34600 -5.78303 -3.88589
H13 -0.17545 -5.07841 -2.06763
H14 -0.13069 -2.76428 -1.26042
H15 1.01327 -0.42699 -4.77354
H16 1.35641 1.34735 -6.44955
H17 2.32855 3.51560 -5.77838
H18 2.95554 3.92100 -3.42040
H19 2.63664 2.15145 -1.73761
H20 -1.83534 -0.63603 4.31458
H21 -0.10976 -0.47194 6.10075
H22 2.25404 -0.31384 5.48434
H23 -1.44203 2.14803 1.97751
H24 -3.14939 3.88806 2.27812
H25 -5.55190 3.30065 2.16261
H26 -6.23727 0.95677 1.78407
H27 -4.53795 -0.80106 1.49480
H28 -3.49509 -1.93070 -0.37355
H29 -4.44489 -4.19571 -0.44265
H30 -3.73088 -5.89497 1.20638
H31 -2.06519 -5.31882 2.93683
H32 -1.12554 -3.04767 3.04253
O2 -1.85455 -0.29777 -1.61660
N1 -2.58609 0.75812 -1.91053
N2 -2.05243 1.79481 -1.46817
O3 -0.87225 1.68569 -0.83018
C40 -2.64798 3.11011 -1.61745
C41 -4.00013 3.19648 -1.89410
C42 -4.55076 4.45706 -2.04023
C43 -3.75696 5.58960 -1.90190
C44 -2.40349 5.46834 -1.61589
C45 -1.83226 4.21454 -1.46872
H33 -4.60548 2.30489 -1.98824
H34 -5.60559 4.55402 -2.26067
H35 -4.19751 6.57187 -2.01631
H36 -1.78695 6.35140 -1.51171
H37 -0.78047 4.09731 -1.25220

Here are the natural (NBO) charges for atoms 1 to 6, given in e: 1.228 -0.593 -0.078 -0.594 -0.068 -0.135

=====

Density functional theory data (ωB97M-V/def2-TZVPD) for C16H15N3OS in the gas phase.

SMILES string: Cc1ccc(NC(=O)CSc2ncc3ccccn23)cc1
spin multiplicity: 1
HOMO level: -7.6589 eV
E_LUMO: 0.49 eV
HOMO-LUMO gap: 8.15 eV

Geometry (Å):
C1 0.23635 1.81089 -4.70040
C2 0.65094 1.14877 -3.42204
C3 0.09828 -0.06442 -3.03314
C4 0.48038 -0.69015 -1.86202
C5 1.43217 -0.09521 -1.04186
C6 2.00189 1.11550 -1.42700
C7 1.61577 1.72405 -2.60393
H1 2.06571 2.66457 -2.88801
H2 2.74314 1.58407 -0.79411
N1 1.79977 -0.62636 0.20077
C8 1.36060 -1.77024 0.79413
O1 0.76807 -2.66292 0.23724
C9 1.65265 -1.79864 2.28704
H3 1.22234 -2.69605 2.72837
H4 2.71685 -1.73318 2.50922
S1 0.86245 -0.32888 3.05634
C10 -0.67035 -0.45588 2.22115
N2 -1.52471 -1.44562 2.35442
C11 -2.48364 -1.25745 1.43845
C12 -2.22724 -0.10782 0.70385
C13 -2.83323 0.56998 -0.36965
C14 -2.25841 1.70724 -0.84962
C15 -1.07370 2.21254 -0.25648
C16 -0.48924 1.55915 0.77594
N3 -1.04422 0.40559 1.23623
H5 0.40384 1.89647 1.27917
H6 -0.63317 3.12140 -0.63097
H7 -2.69757 2.24105 -1.67690
H8 -3.74007 0.16372 -0.78773
H9 -3.29524 -1.94840 1.34011
H10 2.35043 -0.00340 0.77825
H11 0.03838 -1.62980 -1.57610
H12 -0.65095 -0.53137 -3.65562
H13 -0.77929 1.53125 -4.96947
H14 0.89651 1.50273 -5.51176
H15 0.29524 2.89356 -4.61419

Here are the natural (NBO) charges for atoms 1 to 6, given in e: -0.624 -0.045 -0.180 -0.268 0.227 -0.267

=====

Question: Which value of spin multiplicity does entry 3 give?
Answer: 4